{
  "formula": "C2H6N2O",
  "method": "ωB97M-V/def2-TZVPD",
  "e_tot_ha": -264.5199,
  "smiles": "CC(=O)NN",
  "largest_force_ev_per_a": 2.81,
  "orbital_gap_ev": 10.35,
  "homo_energy_ev": -9.55,
  "symbols": ["O", "N", "N", "C", "C", "H", "H", "H", "H", "H", "H"],
  "positions_angstrom": [[-1.8708, -1.1016, 0.1460], [0.3890, -1.0016, -0.2816], [1.4969, -0.1359, 0.1618], [-0.9265, 1.0733, -0.0656], [-0.8567, -0.4129, -0.0492], [-1.9739, 1.3390, -0.1994], [-0.2936, 1.4481, -0.8929], [0.4643, -2.0023, -0.2808], [2.2391, -0.0929, -0.6130], [1.7695, -0.4053, 1.1174], [-0.4373, 1.2920, 0.9572]],
  "atomic_forces_ev_per_a": [[1.8, 0.7, -0.5], [0.5, 2.7, 0.7], [-0.1, -1.4, -1.9], [1.4, -0.1, 0.9], [-1.6, -2.3, -0.2], [0.2, 0.2, 0.4], [-0.3, 0.1, 0.7], [0.1, -0.2, 0.4], [-1.3, -0.4, 2.2], [0.4, 0.1, -1.1], [-1.1, 0.6, -1.7]],
  "lowdin_charge": [0.013, -0.025, -0.006, -0.034, -0.549, 0.081, 0.083, 0.123, 0.116, 0.087, 0.113]
}

=====

{
  "formula": "C5H14O3",
  "method": "ωB97M-V/def2-TZVPD",
  "e_tot_ha": -424.5469,
  "smiles": "C=C/C=C/C.O.O.O",
  "largest_force_ev_per_a": 7.13,
  "orbital_gap_ev": 8.88,
  "homo_energy_ev": -8.72,
  "symbols": ["O", "O", "O", "C", "C", "C", "C", "C", "H", "H", "H", "H", "H", "H", "H", "H", "H", "H", "H", "H", "H", "H"],
  "positions_angstrom": [[1.7020, -2.3960, -0.4146], [2.4058, -0.0594, 1.0833], [-3.1489, -0.2550, -0.9307], [-0.3954, 0.5856, -0.1823], [-1.0431, 0.7424, 1.1171], [-1.7933, -0.4575, 1.7279], [1.4731, 1.1711, -1.7206], [0.5028, 1.5181, -0.7957], [-2.3176, 0.1856, -0.7469], [2.1102, 1.8647, -2.2095], [2.0022, 0.7827, 0.7962], [0.3389, 2.5734, -0.6195], [-1.2113, -0.7456, 2.6569], [2.4583, -2.6222, -0.9679], [-1.8158, -1.3820, 1.1105], [1.5672, 0.1425, -1.9986], [1.8872, -1.4926, 0.0477], [-1.1467, 1.7245, 1.4073], [-3.2018, -0.0606, -1.8703], [2.2036, -0.0511, 2.0365], [-2.7031, -0.1477, 2.0979], [-0.3074, -0.4465, -0.5218]],
  "atomic_forces_ev_per_a": [[0.0, 1.9, 0.9], [-0.3, 0.8, 0.8], [-0.2, 0.0, -0.6], [-1.1, -0.9, 5.1], [1.3, -3.5, -6.1], [3.7, -0.1, 0.5], [-2.5, 0.2, 2.0], [1.5, 0.5, -2.5], [0.3, 0.2, 0.6], [0.3, 0.7, -0.1], [0.3, -0.5, -0.3], [0.2, 0.2, 0.3], [-0.5, 0.2, -0.8], [0.0, 0.3, 0.2], [-0.1, 1.0, 0.1], [0.2, -0.5, -0.1], [0.0, -2.2, -1.1], [-0.3, 2.0, 1.4], [-0.5, -0.2, -0.3], [0.2, -0.4, -0.5], [-2.3, 0.4, 0.5], [-0.1, 0.0, -0.1]],
  "lowdin_charge": [-0.122, -0.065, -0.060, -0.168, -0.066, -0.089, 0.043, -0.210, -0.037, 0.045, 0.025, 0.100, 0.092, 0.023, 0.095, 0.050, 0.025, 0.068, 0.040, 0.071, 0.037, 0.104]
}

=====

{
  "formula": "C13H22N2O4P2S2Ti",
  "method": "ωB97M-V/def2-TZVPD",
  "e_tot_ha": -3247.7082,
  "spin_multiplicity": 3,
  "largest_force_ev_per_a": 1.00,
  "s_squared": 2.0047,
  "orbital_gap_ev": [6.94, 8.91],
  "homo_energy_ev": [-6.73, -8.72],
  "symbols": ["Ti", "S", "S", "P", "P", "O", "O", "O", "O", "N", "N", "C", "C", "C", "C", "C", "C", "C", "C", "C", "C", "C", "C", "C", "H", "H", "H", "H", "H", "H", "H", "H", "H", "H", "H", "H", "H", "H", "H", "H", "H", "H", "H", "H", "H", "H"],
  "positions_angstrom": [[0.1780, -0.7257, -1.4233], [-0.2724, -1.9788, -3.6033], [2.2539, 3.3694, -1.5193], [1.3877, -1.1018, 0.8670], [-1.6453, -1.5623, 0.2161], [0.9643, -2.1867, -2.6912], [-0.4224, -0.4622, -3.4762], [-0.0489, -2.4294, -4.9406], [-1.4003, -2.5661, -2.8673], [0.5670, 1.4431, -1.1284], [2.4496, 0.8243, -2.3986], [-0.7201, 4.8921, 0.7890], [-3.4270, -1.2022, 0.0868], [-1.2274, -1.2055, 1.9888], [-1.1288, 2.5672, 0.2680], [-1.6377, -3.3809, 0.1177], [-1.5060, 3.7447, 0.8889], [0.8382, 3.7013, -0.5529], [1.6858, 1.7315, -1.7340], [2.7929, -0.0009, 1.2693], [0.4607, 4.8829, 0.0661], [0.1658, -0.5698, 2.1453], [1.9877, -2.7025, 1.5181], [0.0555, 2.5475, -0.4598], [1.9939, 0.0272, -2.8492], [-4.0090, -1.7530, 0.8274], [1.0689, 5.7738, -0.0143], [-1.0380, 5.8029, 1.2779], [3.0223, -0.0201, 2.3365], [3.1132, 1.2337, -3.0418], [-3.7464, -1.4912, -0.9149], [-0.6177, -3.7598, 0.1808], [-3.6113, -0.1343, 0.2090], [2.4717, -2.5744, 2.4880], [-1.9851, -0.5237, 2.3812], [1.1516, -3.3928, 1.6348], [-2.2474, -3.8228, 0.9084], [3.6740, -0.3173, 0.7108], [-1.3101, -2.1257, 2.5712], [-2.0186, -3.6538, -0.8656], [-1.7372, 1.6732, 0.3264], [2.6924, -3.1480, 0.8167], [0.5701, -0.7382, 3.1472], [0.0850, 0.5134, 2.0124], [-2.4274, 3.7788, 1.4548], [2.5546, 1.0227, 0.9761]],
  "atomic_forces_ev_per_a": [[-0.9, -0.5, -0.1], [0.1, 0.1, 0.3], [-0.1, 0.0, 0.0], [0.0, 0.1, -0.1], [0.1, 0.1, -0.1], [0.1, 0.2, 0.2], [0.2, 0.0, 0.3], [0.0, 0.0, 0.0], [0.1, 0.0, -0.1], [0.3, -0.3, -0.3], [0.1, 0.2, -0.5], [0.0, 0.0, 0.0], [0.0, 0.0, 0.0], [0.0, 0.0, 0.0], [0.0, 0.0, 0.0], [0.0, 0.0, 0.0], [0.0, -0.1, 0.0], [0.0, -0.1, 0.0], [0.0, 0.2, 0.1], [0.0, 0.0, 0.0], [0.0, 0.0, 0.0], [0.0, 0.0, 0.0], [0.0, 0.0, 0.0], [-0.1, 0.0, 0.1], [-0.1, 0.0, 0.1], [0.0, 0.0, 0.0], [0.0, 0.0, 0.0], [0.0, 0.0, 0.0], [0.0, 0.0, 0.0], [0.1, 0.0, 0.1], [0.0, 0.0, 0.0], [0.0, 0.0, 0.0], [0.0, 0.0, 0.0], [0.0, 0.0, 0.0], [0.0, 0.0, 0.0], [0.0, 0.0, 0.0], [0.0, 0.0, 0.0], [0.0, 0.0, 0.0], [0.0, 0.0, 0.0], [0.0, 0.0, 0.0], [0.0, 0.0, 0.0], [0.0, 0.0, 0.0], [0.0, 0.0, 0.0], [0.0, 0.0, 0.0], [0.0, 0.0, 0.0], [0.0, 0.0, 0.0]],
  "mulliken_spin": [1.804, 0.017, 0.004, 0.040, -0.015, 0.004, 0.013, 0.001, 0.011, -0.043, 0.006, -0.001, 0.000, -0.017, 0.001, 0.021, 0.008, -0.011, 0.043, 0.015, 0.002, 0.039, 0.024, 0.012, 0.002, 0.000, 0.000, 0.000, -0.002, 0.007, 0.002, 0.003, 0.001, -0.001, -0.004, 0.003, 0.000, 0.001, -0.003, 0.003, 0.010, -0.005, 0.001, -0.001, 0.000, 0.004]
}

=====

{
  "formula": "C6H28O8",
  "method": "ωB97M-V/def2-TZVPD",
  "e_tot_ha": -846.9771,
  "largest_force_ev_per_a": 16.67,
  "orbital_gap_ev": 9.11,
  "homo_energy_ev": -8.94,
  "symbols": ["O", "O", "O", "O", "O", "O", "O", "O", "C", "C", "C", "C", "C", "C", "H", "H", "H", "H", "H", "H", "H", "H", "H", "H", "H", "H", "H", "H", "H", "H", "H", "H", "H", "H", "H", "H", "H", "H", "H", "H", "H", "H"],
  "positions_angstrom": [[-0.9998, -0.5745, -0.1745], [2.7202, -1.2445, 0.1425], [-3.0968, 0.6125, 1.4355], [-2.8028, 0.2815, -2.0555], [-0.6628, -1.2035, 2.4975], [0.8362, 2.3645, 1.1015], [2.0302, -1.0165, -3.1575], [1.0402, 0.6565, -1.1925], [-1.5098, -2.2395, 3.0605], [4.0802, -0.8045, 0.0865], [-2.1468, 1.2745, -2.7485], [-2.5658, 1.8745, 1.5995], [1.5332, 1.6775, 2.0605], [1.0942, -1.8655, -3.6745], [-3.7468, 0.1715, -2.4185], [-2.2488, -2.3895, 2.3025], [2.5702, 2.1385, 1.9575], [1.6132, -2.5705, -4.3055], [2.2772, -0.5705, -0.4385], [-2.4678, 2.6015, 0.7435], [-1.7458, -0.0565, -0.7155], [-1.1588, 0.8885, -2.8625], [-3.1478, 2.3675, 2.4435], [-0.7558, -3.1285, 2.9405], [-1.8548, 2.1475, -2.2045], [-0.1418, -0.1845, -0.6195], [-1.4098, 1.6835, 2.0075], [-2.4468, 1.3815, -3.6785], [-0.3358, -0.6375, 3.2595], [4.5662, -1.3435, 1.0755], [1.9322, 1.0375, -0.9335], [4.5132, -1.1435, -0.5695], [-1.7878, -2.0215, 4.1285], [0.9962, 1.8815, 0.3365], [-3.6818, 0.5355, 2.0645], [1.7222, -0.5885, -2.3905], [1.2022, 1.8075, 3.0575], [4.2402, 0.1235, 0.3455], [0.3542, -1.3775, -4.2465], [0.7082, -2.5135, -2.8495], [-0.8928, -0.6035, 0.9345], [1.5772, 0.5725, 1.6565]],
  "atomic_forces_ev_per_a": [[-0.4, 0.9, 0.7], [0.0, 1.6, -1.0], [3.7, -0.2, -6.0], [-3.5, -1.2, 0.3], [0.2, 2.1, 1.6], [-2.3, 2.5, 1.7], [2.2, 0.0, -1.6], [1.2, 0.2, 0.8], [3.3, -1.4, -0.4], [-7.3, -1.4, 14.9], [3.7, -0.6, 2.7], [3.5, 1.6, 2.7], [3.2, -1.7, -2.2], [0.5, -2.1, 1.4], [2.2, 0.2, 1.3], [-1.1, -0.1, 0.3], [-0.5, -1.1, 1.0], [0.1, -0.2, -0.6], [-0.5, -1.1, 0.6], [-0.5, -1.3, 0.4], [0.7, -1.4, 1.9], [1.2, -0.5, -0.4], [0.9, -0.1, -1.1], [-1.9, 0.9, 1.0], [-1.1, 1.1, 0.5], [1.0, 0.4, 0.5], [-2.8, 1.1, -1.0], [-2.0, 1.1, -4.3], [-0.4, -0.9, -1.7], [-0.8, 1.0, -2.2], [-1.7, -0.5, -0.7], [7.9, -5.8, -12.7], [-0.1, -0.4, -1.4], [-0.2, -1.2, -2.9], [-5.0, -1.1, 4.9], [-1.1, 1.4, 1.6], [-0.7, 0.0, 0.9], [0.4, 5.3, 0.6], [-1.3, 0.5, -0.6], [-0.5, 0.4, -0.6], [-0.8, 0.3, -2.7], [0.2, 1.6, 1.6]],
  "lowdin_charge": [0.067, -0.137, -0.084, -0.124, -0.193, -0.131, -0.110, -0.381, -0.092, -0.098, -0.147, -0.165, -0.193, -0.198, 0.158, 0.066, 0.097, 0.069, 0.012, 0.092, 0.131, 0.071, 0.095, 0.120, 0.092, 0.061, 0.114, 0.044, 0.124, 0.148, 0.015, -0.060, 0.102, -0.030, -0.010, -0.029, 0.053, 0.026, 0.055, 0.095, 0.171, 0.104]
}

=====

{
  "formula": "C5H12N4",
  "method": "ωB97M-V/def2-TZVPD",
  "e_tot_ha": -415.9974,
  "smiles": "[NH3+]CC/C([NH3+])=N\\[C@H]1C=N1",
  "largest_force_ev_per_a": 3.97,
  "orbital_gap_ev": 10.18,
  "homo_energy_ev": -17.57,
  "total_charge": 2,
  "symbols": ["N", "N", "N", "N", "C", "C", "C", "C", "C", "H", "H", "H", "H", "H", "H", "H", "H", "H", "H", "H", "H"],
  "positions_angstrom": [[0.3849, 1.5505, -0.3707], [0.5585, -2.2686, 0.1050], [-1.7518, 2.0014, 0.0942], [2.2877, -0.2324, -0.2211], [-0.6411, 1.0251, 0.0349], [-1.1275, -0.3682, 0.3136], [2.6399, 0.7548, 0.4456], [1.6894, 1.1732, -0.6303], [-0.5803, -1.5774, -0.5162], [-1.4443, -2.2667, -0.6937], [-2.2840, 2.1447, -0.8267], [0.6322, -3.2490, 0.0606], [0.4840, -2.0599, 1.1483], [2.1934, 1.8811, -1.2968], [-2.6464, 1.7279, 0.6128], [-1.3136, 2.8733, 0.5398], [3.0597, 1.0886, 1.3868], [-1.0038, -0.6868, 1.4436], [-2.2177, -0.4310, 0.1727], [-0.3361, -1.3784, -1.5499], [1.4168, -1.7023, -0.2525]],
  "atomic_forces_ev_per_a": [[1.1, 0.7, 0.1], [0.7, 3.2, 2.2], [-3.0, 1.5, 0.6], [-0.1, 1.0, -0.8], [-0.9, -1.6, -0.4], [0.2, -2.2, 1.6], [-1.8, 0.3, 0.3], [1.9, 0.2, 1.0], [-2.2, -0.5, -1.0], [0.8, 0.2, 0.8], [1.8, 0.5, 0.7], [0.0, -1.7, -0.8], [0.5, -0.5, -1.4], [-0.3, -1.0, -0.6], [1.8, 0.2, 0.3], [-1.3, -0.9, -1.2], [0.5, -0.3, -0.1], [-0.2, 1.0, -1.9], [0.3, 0.3, 0.0], [0.5, 0.7, -0.2], [-0.3, -1.1, 0.8]],
  "lowdin_charge": [0.164, 0.164, 0.221, 0.163, -0.315, -0.071, 0.018, -0.196, -0.149, 0.155, 0.221, 0.155, 0.187, 0.154, 0.201, 0.218, 0.150, 0.177, 0.125, 0.138, 0.121]
}

=====

{
  "formula": "C3H12O4",
  "method": "ωB97M-V/def2-TZVPD",
  "e_tot_ha": -422.4269,
  "smiles": "OCCCO.O.O",
  "largest_force_ev_per_a": 1.63,
  "orbital_gap_ev": 10.97,
  "homo_energy_ev": -10.54,
  "symbols": ["O", "O", "O", "O", "C", "C", "C", "H", "H", "H", "H", "H", "H", "H", "H", "H", "H", "H", "H"],
  "positions_angstrom": [[-0.5349, 1.0558, -2.7371], [1.7227, 0.7410, 1.0771], [2.5328, -2.0307, -0.4948], [-3.7485, -0.8816, 2.7955], [0.3967, 0.2887, 0.8437], [-0.2532, 0.9933, -0.3700], [0.1829, 0.4133, -1.6992], [-3.3061, -0.3122, 3.4311], [-0.5562, 0.4314, -3.4748], [2.5799, -1.1026, -0.2262], [-3.0719, -1.2507, 2.2168], [-0.2013, 0.5486, 1.7127], [0.0364, 2.0393, -0.2510], [0.3449, -0.7802, 0.6667], [1.8318, -2.3981, 0.0542], [1.2576, 0.6440, -1.8433], [-1.3373, 0.9745, -0.3060], [2.0115, 1.2893, 0.3405], [0.1122, -0.6632, -1.7358]],
  "atomic_forces_ev_per_a": [[-0.3, -0.6, -0.3], [0.3, -0.5, -0.1], [-0.1, 0.2, 0.0], [-0.1, -0.1, -0.1], [-0.9, 1.0, -0.9], [0.4, -0.3, 0.7], [1.1, 1.2, 0.1], [0.1, -0.1, -0.1], [-0.1, 0.4, 0.0], [0.1, -0.1, 0.1], [0.0, 0.2, 0.2], [0.0, -0.2, 0.3], [-0.1, 0.2, -0.4], [0.3, -0.4, 0.2], [0.1, 0.0, 0.0], [-0.2, -0.2, 0.1], [-0.2, -0.2, 0.1], [-0.1, 0.0, 0.0], [-0.4, -0.4, 0.1]],
  "lowdin_charge": [-0.059, -0.067, -0.057, -0.059, -0.260, -0.161, -0.285, 0.031, 0.091, 0.012, 0.026, 0.110, 0.122, 0.093, 0.029, 0.121, 0.117, 0.082, 0.114]
}